Version i
{"formula": "C6H8O3", "method": "the ωB97M-V functional and the def2-TZVPD basis", "e_lumo_ev": 0.79, "smiles": "C#C[C@@](C)(OC)OC=O", "e_homo_ev": -9.6, "charge": 0, "gap_ev": 10.3, "species": ["C", "C", "C", "C", "O", "C", "O", "C", "O", "H", "H", "H", "H", "H", "H", "H", "H"], "xyz": [[-0.13, -2.54, -1.62], [0.10, -1.54, -0.85], [0.21, -0.12, -0.21], [0.20, -0.24, 1.26], [1.23, 0.66, -0.61], [1.46, 1.75, 0.36], [-0.88, 0.82, -0.73], [-2.00, 0.14, -0.71], [-2.29, -1.02, -0.35], [-0.17, -3.37, -2.24], [1.18, -0.37, 1.91], [-0.51, 0.49, 1.70], [-0.36, -1.25, 1.37], [1.94, 1.12, 1.31], [0.53, 2.30, 0.61], [2.24, 2.30, -0.04], [-2.74, 0.87, -1.17]], "mulliken_charge": [-0.54, -0.71, 1.70, -1.44, -0.48, -0.56, -0.30, 0.11, -0.47, 0.46, 0.40, 0.38, 0.34, 0.20, 0.25, 0.32, 0.33]}



Version ii
{"formula": "C6H8O3", "method": "the ωB97M-V functional and the def2-TZVPD basis", "e_lumo_ev": 0.74, "e_homo_ev": -9.3, "charge": 0, "gap_ev": 10.0, "species": ["C", "C", "C", "C", "C", "C", "H", "H", "H", "H", "H", "H", "H", "H", "O", "O", "O"], "xyz": [[-1.13, -0.41, -0.90], [-1.56, -0.85, 0.49], [-0.87, -0.72, 1.61], [0.72, 0.38, 0.60], [2.05, 0.52, 0.00], [0.46, -0.33, -0.70], [-2.40, 1.19, -1.65], [-1.42, -1.14, -1.65], [-2.60, -1.07, 0.57], [-1.41, -0.81, 2.61], [0.36, 1.42, 0.67], [2.80, -0.29, 0.20], [2.53, 1.48, 0.29], [0.79, -1.29, -0.69], [-1.39, 0.93, -1.29], [0.39, -0.30, 1.73], [1.42, 0.49, -1.30]], "mulliken_charge": [-0.05, -0.51, -0.14, 0.23, -0.44, -0.27, 0.33, 0.40, 0.35, 0.33, 0.22, 0.25, 0.30, 0.52, -0.60, -0.44, -0.47]}



Version iii
{"formula": "C6H8O3", "method": "the ωB97M-V functional and the def2-TZVPD basis", "e_lumo_ev": 0.24, "smiles": "C=C(C)C(=O)O.C=C=O", "e_homo_ev": -9.1, "charge": 0, "gap_ev": 9.4, "species": ["C", "C", "C", "C", "O", "O", "H", "H", "H", "H", "H", "H", "C", "C", "O", "H", "H"], "xyz": [[1.30, 0.72, 0.86], [0.05, 0.82, 0.38], [-1.00, 1.65, 1.05], [-0.24, 0.35, -1.08], [0.60, 0.34, -1.96], [-1.55, 0.60, -1.40], [1.52, 0.96, 1.89], [2.02, 0.09, 0.36], [-0.69, 1.97, 2.04], [-1.20, 2.53, 0.44], [-1.94, 1.10, 1.14], [-1.61, 0.71, -2.36], [0.55, -2.28, -0.79], [0.32, -2.21, 0.51], [0.03, -2.52, 1.60], [1.13, -1.58, -1.37], [0.70, -3.23, -1.29]], "mulliken_charge": [-1.08, 0.87, -1.26, 0.51, -0.56, -0.46, 0.31, 0.34, 0.39, 0.29, 0.29, 0.33, -1.02, 0.77, -0.36, 0.31, 0.33]}



The structure with the least stability is version i.



Version i
{"formula": "C4H9INO", "method": "the ωB97M-V functional and the def2-TZVPD basis", "e_lumo_ev": -4.67, "e_homo_ev": -13.9, "charge": 1, "gap_ev": 9.2, "species": ["C", "C", "C", "C", "N", "O", "I", "H", "H", "H", "H", "H", "H", "H", "H", "H"], "xyz": [[-1.11, -0.90, -1.46], [0.89, 1.61, 0.96], [-0.26, 1.21, 0.21], [0.03, -0.62, -0.61], [-0.01, -1.66, 0.47], [-1.91, -1.70, -1.06], [1.98, -0.25, -1.53], [-1.02, -0.58, -2.53], [1.90, 1.55, 0.66], [0.66, 1.16, 2.01], [0.62, 2.76, 1.14], [-0.28, 1.72, -0.72], [-1.27, 1.16, 0.61], [0.72, -2.47, 0.34], [-1.06, -1.92, 0.23], [0.10, -1.06, 1.27]], "mulliken_charge": [0.23, -0.83, -0.74, -0.61, -0.20, -0.48, 0.29, 0.34, 0.40, 0.31, 0.29, 0.47, 0.41, 0.38, 0.39, 0.35]}



Version ii
{"formula": "C4H9INO", "method": "the ωB97M-V functional and the def2-TZVPD basis", "e_lumo_ev": -4.24, "e_homo_ev": -14.2, "charge": 1, "gap_ev": 10.0, "species": ["C", "C", "C", "C", "N", "O", "I", "H", "H", "H", "H", "H", "H", "H", "H", "H"], "xyz": [[-1.98, -0.51, -0.35], [-1.07, -0.11, 0.82], [-0.70, -0.84, -1.13], [1.32, -0.63, 0.33], [0.08, -0.54, 0.05], [1.95, 2.01, 0.54], [2.73, -1.21, -1.05], [-2.61, -1.37, -0.14], [-2.58, 0.29, -0.78], [-1.03, 0.96, 1.04], [-1.21, -0.65, 1.76], [-0.57, -1.87, -1.47], [-0.47, -0.17, -1.96], [1.67, -0.36, 1.32], [1.87, 2.67, -0.15], [2.59, 2.34, 1.17]], "mulliken_charge": [-0.40, -0.57, -0.73, -0.10, 0.14, -0.54, 0.25, 0.27, 0.28, 0.27, 0.33, 0.37, 0.34, 0.49, 0.29, 0.30]}



The structure with the least stability is version i.



Version i
{"formula": "C5H7NS2", "method": "the ωB97M-V functional and the def2-TZVPD basis", "e_lumo_ev": 0.47, "e_homo_ev": -9.1, "charge": 0, "gap_ev": 9.6, "species": ["C", "C", "C", "C", "C", "H", "H", "H", "H", "H", "H", "H", "N", "S", "S"], "xyz": [[1.88, 0.17, 0.85], [-0.22, -0.64, -0.81], [-0.97, -1.23, 0.42], [-1.18, 0.55, -1.00], [-0.77, 1.87, -0.40], [1.59, -0.50, 1.67], [1.36, 1.14, 1.05], [2.96, 0.37, 0.92], [-0.37, -1.29, -1.68], [-1.04, -2.30, 0.35], [-0.56, -0.98, 1.40], [-1.44, 0.73, -2.05], [-0.36, 2.84, 0.04], [1.58, -0.41, -0.79], [-2.46, -0.34, 0.05]], "mulliken_charge": [-0.82, -0.27, -0.66, 0.04, 0.10, 0.27, 0.25, 0.33, 0.26, 0.38, 0.32, 0.42, -0.43, -0.05, -0.14]}



Version ii
{"formula": "C5H7NS2", "method": "the ωB97M-V functional and the def2-TZVPD basis", "e_lumo_ev": 0.69, "e_homo_ev": -8.4, "charge": 0, "gap_ev": 9.1, "species": ["C", "C", "C", "C", "C", "H", "H", "H", "H", "H", "H", "H", "N", "S", "S"], "xyz": [[-0.29, 0.71, -0.01], [0.65, 0.05, -1.07], [0.68, -1.05, 0.01], [0.65, 0.07, 1.07], [-1.45, -0.30, 0.00], [0.46, 2.89, 0.03], [0.20, -0.08, -2.06], [1.61, 0.59, -1.19], [1.42, -1.82, -0.01], [1.63, 0.58, 1.22], [0.18, -0.18, 2.06], [-1.13, -2.38, -0.04], [-0.74, -1.44, -0.01], [-0.80, 2.43, 0.00], [-3.06, -0.07, 0.00]], "mulliken_charge": [0.18, -0.52, -0.32, -0.46, -0.29, 0.11, 0.30, 0.31, 0.52, 0.31, 0.28, 0.23, -0.11, -0.20, -0.34]}



The structure with the least stability is version ii.



Version i
{"formula": "C5H7NS2", "method": "the ωB97M-V functional and the def2-TZVPD basis", "e_lumo_ev": -0.15, "smiles": "C=CSC(=C)NC=S", "e_homo_ev": -8.6, "charge": 0, "gap_ev": 8.4, "species": ["C", "C", "S", "C", "C", "N", "C", "S", "H", "H", "H", "H", "H", "H", "H"], "xyz": [[-1.54, -0.79, -2.53], [-0.87, -0.91, -1.32], [0.95, -0.67, -1.19], [1.11, -0.07, 0.53], [1.59, -0.88, 1.56], [0.46, 1.03, 0.53], [0.01, 1.83, 1.47], [0.30, 2.00, 3.13], [-1.28, -0.45, -3.59], [-2.58, -1.04, -2.47], [-1.41, -1.43, -0.41], [1.71, -0.54, 2.63], [2.11, -1.80, 1.17], [0.13, 1.11, -0.51], [-0.70, 2.61, 1.01]], "mulliken_charge": [-0.57, -0.15, -0.22, 0.47, -0.75, -0.11, -0.14, -0.28, 0.24, 0.25, 0.27, 0.25, 0.24, 0.27, 0.25]}



Version ii
{"formula": "C5H7NS2", "method": "the ωB97M-V functional and the def2-TZVPD basis", "e_lumo_ev": -0.04, "smiles": "C=CN1C[C@@H](S)C1=S", "e_homo_ev": -8.6, "charge": 0, "gap_ev": 8.5, "species": ["C", "C", "N", "C", "C", "S", "C", "S", "H", "H", "H", "H", "H", "H", "H"], "xyz": [[0.31, 3.45, 0.48], [0.59, 2.08, 0.78], [0.01, 0.94, 0.12], [-1.11, 0.79, -0.96], [-0.87, -0.75, -0.67], [0.06, -1.81, -1.86], [0.05, -0.39, 0.53], [0.59, -1.09, 1.93], [0.76, 4.36, 0.99], [-0.19, 3.66, -0.46], [0.86, 1.77, 1.72], [-0.87, 1.29, -1.95], [-2.19, 1.01, -0.42], [-1.78, -1.36, -0.14], [-0.97, -2.02, -2.64]], "mulliken_charge": [-0.76, -0.02, 0.12, -0.44, -0.01, -0.20, -0.22, -0.33, 0.25, 0.23, 0.34, 0.32, 0.24, 0.33, 0.13]}



The structure with the least stability is version i.